1.
Computed, not measured: a single C4H7NO3 molecule in a non-equilibrium geometry, with ωB97M-V/def2-TZVPD.

Each line ends with the Mulliken charge.
Positions of all 15 atoms, in Å:
C (-0.93, 3.15, 1.85)  -0.264
N (-1.30, 2.02, 1.45)  -0.506
O (-0.24, 1.33, 0.84)  -0.049
C (-0.65, 0.04, 0.42)  -0.135
O (0.50, -0.62, -0.22)  -0.236
C (0.29, -1.77, -0.88)  0.716
C (1.57, -2.10, -1.71)  -0.927
O (-0.72, -2.39, -0.77)  -0.518
H (-1.57, 3.79, 2.37)  0.339
H (-0.01, 3.71, 1.56)  0.242
H (-1.12, -0.48, 1.37)  0.251
H (-1.44, 0.00, -0.36)  0.245
H (1.39, -2.95, -2.52)  0.290
H (2.40, -2.47, -1.06)  0.261
H (1.81, -1.24, -2.35)  0.291

Its SMILES is C=NOCOC(C)=O. As for the net charge: 0.

***

2.
Computed, not measured: a single C2H5BO3 molecule in a non-equilibrium geometry, with ωB97M-V/def2-TZVPD.

Each line ends with the Mulliken charge.
Positions of all 11 atoms, in Å:
B (-1.52, 0.06, 0.03)  -0.290
C (1.32, 0.58, 0.16)  -0.115
C (0.75, -0.86, -0.11)  -0.280
O (0.41, 1.57, 0.02)  -0.138
O (-0.72, -0.90, -0.09)  -0.254
O (-2.79, 0.21, 0.05)  -0.303
H (1.91, 0.56, 1.13)  0.296
H (2.07, 0.64, -0.68)  0.260
H (0.80, -1.20, -1.21)  0.186
H (1.03, -1.72, 0.45)  0.327
H (-3.25, 1.06, 0.24)  0.313

As for the net charge: 0. Its spin multiplicity is 3.

***

3.
Computed, not measured: a single C2H4N4 molecule in a non-equilibrium geometry, with ωB97M-V/def2-TZVPD.

Each line ends with the Mulliken charge.
Positions of all 10 atoms, in Å:
N (-1.68, -0.63, 0.58)  -0.458
C (-0.58, -0.14, 0.03)  0.525
N (0.53, -0.96, 0.20)  -0.527
C (1.51, -0.11, -0.06)  -0.080
N (1.03, 1.08, -0.73)  0.105
N (-0.40, 1.05, -0.65)  -0.642
H (-1.72, -1.55, 0.99)  0.275
H (-2.86, -0.49, 0.42)  0.299
H (2.54, 0.00, 0.27)  0.315
H (1.63, 1.76, -1.05)  0.187

Its SMILES is Nc1nc[nH]n1. As for the net charge: 0.

***

4.
Computed, not measured: 3 unconnected molecules or ions with the total composition C25H46N3O11PS, with ωB97M-V/def2-TZVPD.

Each line ends with the Mulliken charge.
Positions of all 87 atoms, in Å:
C (4.83, 0.16, 0.26)  -1.611
C (4.53, -0.59, -1.06)  1.289
C (4.92, 0.29, -2.26)  -1.292
C (6.44, 0.50, -2.42)  -0.560
C (6.73, 1.89, -2.96)  0.535
O (6.11, 2.38, -3.86)  -0.533
O (7.77, 2.55, -2.40)  -0.512
C (5.41, -1.87, -1.14)  -1.487
S (4.79, -3.43, -0.52)  1.480
O (5.28, -3.59, 0.81)  -0.699
O (5.02, -4.43, -1.52)  -0.678
O (3.21, -3.25, -0.46)  -0.485
C (2.71, -1.97, -0.05)  -0.284
P (0.94, -2.31, 0.36)  1.019
O (0.75, -3.60, 1.01)  -0.823
O (0.49, -1.05, 1.24)  -0.529
O (0.10, -2.09, -0.97)  -0.651
C (3.03, -0.95, -1.15)  0.347
C (2.16, 0.32, -1.12)  -0.354
C (1.36, 0.58, -2.41)  -0.888
C (1.09, 2.04, -2.75)  -0.168
O (0.77, 2.36, -3.87)  -0.657
N (1.26, 2.98, -1.74)  -0.157
C (0.69, 2.64, -0.45)  -0.487
C (-0.56, 2.05, -0.35)  -0.463
C (-1.05, 1.68, 0.89)  -0.756
C (-0.30, 1.91, 2.03)  -0.356
C (0.93, 2.53, 1.94)  -0.930
C (1.43, 2.89, 0.69)  0.044
H (5.45, -0.42, 0.94)  0.322
H (3.92, 0.42, 0.81)  0.238
H (5.34, 1.11, 0.07)  0.442
H (4.47, 1.28, -2.14)  0.337
H (4.51, -0.12, -3.18)  0.516
H (6.82, -0.18, -3.18)  0.361
H (6.97, 0.33, -1.48)  0.413
H (8.06, 2.11, -1.60)  0.362
H (5.67, -2.10, -2.17)  0.451
H (6.31, -1.73, -0.55)  0.555
H (3.17, -1.68, 0.90)  0.308
H (1.16, -0.76, 1.86)  0.238
H (0.63, -1.99, -1.77)  0.459
H (2.92, -1.48, -2.11)  0.801
H (1.48, 0.31, -0.28)  -0.554
H (2.78, 1.20, -0.96)  1.006
H (1.91, 0.20, -3.27)  0.509
H (0.40, 0.08, -2.41)  0.391
H (0.86, 3.84, -2.08)  0.359
H (-1.13, 1.88, -1.25)  0.815
H (-2.02, 1.20, 0.96)  0.803
H (-0.69, 1.60, 2.99)  0.464
H (1.52, 2.71, 2.83)  0.412
H (2.41, 3.35, 0.59)  0.501
C (-2.20, -0.61, 4.81)  -0.877
O (-2.25, -0.43, 3.41)  -0.238
C (-1.86, -1.56, 2.64)  -0.046
C (-2.97, -2.59, 2.42)  0.215
C (-3.28, -3.46, 3.63)  -1.604
N (-4.19, -1.96, 1.93)  -0.608
H (-1.37, -1.26, 5.10)  0.379
H (-3.13, -1.02, 5.21)  0.266
H (-2.05, 0.37, 5.26)  0.281
H (-1.57, -1.16, 1.67)  -0.180
H (-0.96, -2.02, 3.08)  0.454
H (-2.61, -3.25, 1.63)  0.419
H (-3.88, -2.91, 4.37)  0.305
H (-3.87, -4.32, 3.33)  0.403
H (-2.37, -3.81, 4.12)  0.344
H (-3.98, -1.47, 1.06)  0.251
H (-4.43, -1.21, 2.58)  0.370
C (-4.77, 1.68, -2.27)  -0.844
O (-4.70, 1.05, -1.01)  -0.231
C (-5.58, 1.55, -0.02)  -0.612
C (-7.01, 1.01, -0.08)  0.293
C (-7.86, 1.61, -1.19)  -1.480
N (-7.05, -0.45, -0.18)  -0.712
H (-4.98, 2.75, -2.17)  0.385
H (-5.53, 1.23, -2.91)  0.270
H (-3.80, 1.56, -2.75)  0.230
H (-5.14, 1.25, 0.94)  0.243
H (-5.57, 2.65, -0.04)  0.476
H (-7.47, 1.28, 0.88)  0.400
H (-7.61, 1.18, -2.16)  0.293
H (-8.91, 1.40, -1.01)  0.371
H (-7.73, 2.69, -1.25)  0.347
H (-6.57, -0.85, 0.62)  0.223
H (-6.48, -0.72, -0.98)  0.353

Its SMILES is C[C@@]1(CCC(=O)O)CS(=O)(=O)O[C@H](P(=O)(O)O)[C@H]1CCC(=O)Nc1ccccc1.COC[C@@H](C)N.COC[C@@H](C)N. As for the net charge: 0.

***

5.
Computed, not measured: a molecular structure, C15H22BIN8OSSn, with ωB97M-V/def2-TZVPD.

Each line ends with the Mulliken charge.
Positions of all 50 atoms, in Å:
Sn (-0.04, -0.57, 0.15)  0.868
C (0.13, -1.86, 4.29)  -1.109
C (-0.59, -1.40, 3.21)  -0.364
N (0.24, -1.17, 2.18)  0.195
N (1.50, -1.48, 2.59)  0.227
C (1.45, -1.89, 3.86)  -0.045
B (2.72, -1.28, 1.65)  -0.105
N (2.72, 0.20, 1.20)  0.099
C (3.68, 1.12, 1.28)  -0.048
C (3.25, 2.29, 0.67)  -1.197
C (1.97, 2.00, 0.23)  -0.324
N (1.65, 0.74, 0.55)  0.212
N (2.51, -2.16, 0.39)  0.140
C (3.24, -3.17, -0.09)  -0.035
C (2.64, -3.67, -1.24)  -1.098
C (1.51, -2.89, -1.41)  -0.265
N (1.44, -1.98, -0.43)  0.109
H (-0.25, -2.14, 5.26)  0.441
H (-1.65, -1.24, 3.10)  0.522
H (2.35, -2.19, 4.37)  0.470
H (3.73, -1.55, 2.20)  -0.022
H (4.62, 0.89, 1.77)  0.476
H (3.78, 3.22, 0.58)  0.437
H (1.27, 2.64, -0.29)  0.493
H (4.14, -3.47, 0.42)  0.490
H (2.98, -4.48, -1.85)  0.430
H (0.74, -2.95, -2.16)  0.548
O (-0.86, 2.48, 2.68)  -0.146
C (-1.01, 1.65, 1.94)  0.220
C (-2.84, -2.23, -4.43)  -0.898
C (-2.58, -0.74, -4.59)  -0.378
N (-1.71, -0.20, -3.52)  -0.053
C (-2.00, 0.45, -2.41)  0.545
S (-0.61, 1.14, -1.54)  -0.442
N (-3.19, 0.73, -1.92)  0.029
C (-4.54, 0.27, -2.32)  -0.494
C (-5.29, 1.30, -3.15)  -1.051
H (-3.48, -2.57, -5.24)  0.368
H (-3.32, -2.46, -3.48)  0.188
H (-1.91, -2.80, -4.49)  0.331
H (-3.49, -0.16, -4.62)  0.003
H (-2.05, -0.53, -5.52)  0.408
H (-0.72, -0.32, -3.67)  0.269
H (-3.16, 1.34, -1.12)  0.242
H (-5.06, 0.08, -1.38)  0.426
H (-4.45, -0.69, -2.81)  0.140
H (-5.38, 2.24, -2.61)  0.369
H (-6.29, 0.93, -3.36)  0.364
H (-4.79, 1.51, -4.09)  0.267
I (-2.15, -2.22, -0.13)  -0.253

As for the net charge: +2.

***

6.
Computed, not measured: a molecular structure, C33H42Cl2N3O2SSi2TeTi, with ωB97M-V/def2-TZVPD.

Each line ends with the Mulliken charge.
Positions of all 87 atoms, in Å:
Ti (-0.26, -1.62, -1.02)  0.446
O (0.41, -0.58, -2.49)  -0.155
C (1.52, 0.10, -2.74)  0.420
C (1.64, 0.77, -3.96)  -0.656
C (2.77, 1.51, -4.26)  -0.535
C (3.83, 1.59, -3.36)  -0.885
C (3.74, 0.90, -2.17)  -0.720
C (2.60, 0.15, -1.83)  0.656
C (2.66, -0.67, -0.65)  -0.714
N (1.67, -1.36, -0.22)  0.969
N (1.93, -2.31, 0.77)  -0.708
C (1.18, -3.34, 0.55)  0.647
O (0.33, -3.43, -0.45)  -0.887
C (1.32, -4.52, 1.43)  0.271
C (2.07, -4.45, 2.60)  -0.249
C (2.19, -5.55, 3.42)  -0.696
C (1.56, -6.74, 3.09)  -0.353
C (0.81, -6.82, 1.93)  -0.704
C (0.68, -5.71, 1.10)  -0.310
H (0.81, 0.71, -4.65)  0.415
H (2.83, 2.02, -5.21)  0.413
H (4.71, 2.17, -3.59)  0.425
H (4.57, 0.92, -1.46)  0.398
H (3.61, -0.78, -0.13)  0.281
H (2.56, -3.51, 2.85)  0.502
H (2.78, -5.49, 4.33)  0.391
H (1.65, -7.61, 3.73)  0.383
H (0.31, -7.75, 1.66)  0.394
H (0.08, -5.75, 0.20)  0.412
Cl (-2.74, 0.31, -4.33)  -0.145
C (-2.73, 1.65, -3.17)  -0.646
Cl (-2.29, 1.10, -1.54)  0.008
H (-3.72, 2.07, -3.13)  0.493
H (-2.00, 2.38, -3.50)  0.319
C (-0.84, -3.24, -3.79)  -1.345
C (-2.15, -3.05, -3.08)  0.858
C (-3.35, -3.45, -3.69)  -0.979
C (-4.53, -3.25, -3.05)  -0.830
C (-4.55, -2.66, -1.76)  0.916
C (-5.75, -2.45, -1.04)  -0.910
C (-5.69, -1.89, 0.20)  -0.699
C (-4.45, -1.52, 0.76)  -0.653
C (-3.26, -1.70, 0.10)  0.674
S (-1.75, -1.20, 0.84)  -0.390
C (-3.31, -2.28, -1.20)  -0.480
N (-2.14, -2.47, -1.89)  1.052
H (-0.91, -4.08, -4.49)  0.548
H (-0.04, -3.45, -3.09)  0.196
H (-0.59, -2.34, -4.35)  0.136
H (-3.31, -3.92, -4.67)  0.500
H (-5.47, -3.54, -3.50)  0.416
H (-6.69, -2.74, -1.49)  0.389
H (-6.59, -1.72, 0.77)  0.382
H (-4.43, -1.08, 1.75)  0.505
C (0.67, 2.21, 4.56)  -1.079
Si (2.24, 1.73, 3.66)  0.150
C (3.73, 2.33, 4.62)  -1.048
C (2.32, -0.13, 3.47)  -0.773
C (2.26, 2.53, 1.96)  -0.825
Te (0.59, 1.94, 0.75)  -0.210
C (-0.71, 3.55, 1.31)  -0.710
Si (-0.61, 5.02, 0.14)  0.124
C (-1.20, 4.48, -1.56)  -0.656
C (-1.73, 6.38, 0.78)  -1.051
C (1.14, 5.66, 0.03)  -1.074
H (0.66, 1.76, 5.56)  0.371
H (-0.21, 1.84, 4.03)  0.321
H (0.58, 3.29, 4.68)  0.311
H (3.75, 1.90, 5.63)  0.297
H (3.72, 3.42, 4.73)  0.296
H (4.66, 2.06, 4.12)  0.305
H (2.33, -0.61, 4.46)  0.469
H (3.22, -0.45, 2.94)  0.279
H (1.46, -0.52, 2.92)  0.097
H (3.16, 2.25, 1.40)  0.478
H (2.26, 3.62, 2.01)  0.333
H (-0.48, 3.81, 2.35)  0.324
H (-1.72, 3.12, 1.31)  0.478
H (-2.23, 4.12, -1.51)  0.260
H (-0.57, 3.67, -1.94)  0.009
H (-1.16, 5.31, -2.26)  0.448
H (-2.77, 6.05, 0.84)  0.307
H (-1.70, 7.26, 0.12)  0.306
H (-1.43, 6.71, 1.78)  0.296
H (1.82, 4.88, -0.32)  0.320
H (1.51, 6.02, 0.99)  0.312
H (1.20, 6.49, -0.68)  0.364

As for the net charge: 0. Its spin multiplicity is 2.

***

7.
Computed, not measured: 4 unconnected molecules or ions with the total composition C25H48Cl3N4O6S3, with ωB97M-V/def2-TZVPD.

Each line ends with the Mulliken charge.
Positions of all 89 atoms, in Å:
C (-2.64, -4.17, 2.75)  -1.000
C (-3.54, -4.97, 1.81)  -0.652
C (-2.98, -5.07, 0.38)  0.156
Cl (-1.71, -6.29, 0.25)  -0.126
C (-2.60, -3.69, -0.09)  -0.112
N (-3.55, -2.82, -0.33)  -0.395
C (-2.98, -1.66, -0.71)  0.420
N (-3.72, -0.63, -1.08)  0.142
C (-3.23, 0.67, -1.52)  -1.021
C (-5.19, -0.84, -1.06)  -1.578
C (-5.72, -1.59, -2.28)  1.153
C (-5.30, -0.93, -3.58)  -1.427
C (-7.25, -1.68, -2.17)  -1.582
N (-1.61, -1.79, -0.66)  0.577
C (-0.46, -0.94, -0.95)  -0.207
Cl (-0.25, -0.75, -2.72)  -0.133
C (-0.36, 0.38, -0.17)  -0.241
C (1.05, 0.61, 0.36)  -1.120
N (-1.40, -3.14, -0.29)  -0.258
Cl (0.15, -3.72, -0.09)  0.068
H (-1.58, -4.34, 2.54)  0.264
H (-2.80, -4.48, 3.79)  0.382
H (-2.84, -3.10, 2.70)  0.254
H (-3.65, -6.00, 2.17)  0.451
H (-4.53, -4.54, 1.75)  0.348
H (-3.77, -5.37, -0.31)  0.340
H (-4.05, 1.17, -2.02)  0.566
H (-2.42, 0.56, -2.23)  0.256
H (-2.92, 1.28, -0.67)  0.281
H (-5.46, -1.36, -0.14)  0.506
H (-5.63, 0.15, -1.02)  0.590
H (-5.32, -2.61, -2.26)  0.178
H (-5.74, 0.07, -3.68)  0.343
H (-4.21, -0.83, -3.67)  0.295
H (-5.64, -1.51, -4.44)  0.414
H (-7.57, -1.83, -1.13)  0.413
H (-7.64, -2.50, -2.76)  0.402
H (-7.72, -0.76, -2.52)  0.356
H (0.39, -1.55, -0.66)  0.157
H (-0.65, 1.19, -0.83)  0.270
H (-1.08, 0.34, 0.65)  0.343
H (1.71, 1.04, -0.39)  0.449
H (1.03, 1.30, 1.20)  -0.019
H (1.50, -0.31, 0.72)  0.350
C (3.72, 5.37, 2.99)  -0.604
C (2.46, 4.80, 3.66)  -0.735
C (1.93, 3.69, 2.75)  -0.557
S (3.37, 3.01, 1.91)  1.083
O (3.25, 3.23, 0.49)  -0.673
O (3.63, 1.67, 2.39)  -0.652
C (4.56, 4.15, 2.60)  -0.714
H (4.27, 6.02, 3.66)  0.379
H (3.46, 5.94, 2.10)  0.291
H (2.71, 4.39, 4.64)  0.261
H (1.70, 5.57, 3.80)  0.353
H (1.45, 2.88, 3.30)  0.404
H (1.26, 4.06, 1.97)  0.378
H (5.32, 4.34, 1.85)  0.423
H (5.00, 3.67, 3.47)  0.340
C (0.83, 0.60, -6.14)  -0.013
C (2.24, 1.02, -6.58)  -0.732
C (2.13, 1.61, -7.99)  -0.677
S (0.47, 2.30, -8.10)  1.149
O (-0.28, 1.56, -9.08)  -0.647
O (0.53, 3.74, -8.17)  -0.658
C (-0.07, 1.78, -6.47)  -0.741
H (0.78, 0.36, -5.08)  -0.148
H (0.51, -0.28, -6.70)  0.378
H (2.63, 1.77, -5.89)  0.312
H (2.94, 0.18, -6.56)  0.354
H (2.84, 2.40, -8.19)  0.380
H (2.20, 0.84, -8.76)  0.353
H (-1.13, 1.55, -6.54)  0.420
H (0.09, 2.62, -5.80)  0.352
C (5.42, -1.50, 6.29)  -0.623
C (5.06, -1.03, 4.87)  -0.677
C (3.73, -0.28, 4.96)  0.251
S (3.67, 0.42, 6.61)  1.135
O (2.58, -0.18, 7.34)  -0.672
O (3.76, 1.86, 6.54)  -0.644
C (5.21, -0.28, 7.19)  -0.723
H (6.44, -1.86, 6.35)  0.355
H (4.76, -2.30, 6.60)  0.299
H (5.83, -0.36, 4.49)  0.270
H (4.99, -1.87, 4.17)  0.370
H (3.65, 0.54, 4.26)  -0.347
H (2.86, -0.94, 4.88)  0.335
H (5.11, -0.50, 8.25)  0.420
H (5.99, 0.47, 7.04)  0.337

As for the net charge: +1.

***

8.
Computed, not measured: a gas-phase ion, C5H11N2 (charge +1) in a non-equilibrium geometry, with ωB97M-V/def2-TZVPD.

Each line ends with the Mulliken charge.
Positions of all 18 atoms, in Å:
C (-1.86, 1.40, -0.74)  -0.311
N (-0.85, 0.91, -1.33)  -0.452
C (-0.47, -0.44, -1.03)  0.707
C (-0.54, -1.37, -1.97)  -0.973
C (-0.13, -0.76, 0.41)  -0.890
C (0.49, 0.35, 1.24)  -0.570
N (2.02, 0.29, 1.17)  -0.319
H (-2.51, 0.87, -0.04)  0.268
H (-2.15, 2.43, -0.96)  0.297
H (-0.23, -2.38, -1.76)  0.270
H (-0.91, -1.14, -2.96)  0.315
H (-1.01, -1.10, 0.96)  0.303
H (0.52, -1.63, 0.38)  0.477
H (0.26, 1.33, 0.84)  0.451
H (0.25, 0.31, 2.28)  0.376
H (2.38, 0.95, 1.87)  0.364
H (2.41, -0.63, 1.38)  0.338
H (2.33, 0.61, 0.25)  0.347

Its SMILES is C=NC(=C)CC[NH3+]. As for the net charge: +1.

***

9.
Computed, not measured: a molecular structure, C9H34BCsN6O6 in a non-equilibrium geometry, with ωB97M-V/def2-TZVPD.

Each line ends with the Mulliken charge.
Positions of all 57 atoms, in Å:
Cs (-30.35, -27.50, 27.67)  1.106
B (-28.47, -29.37, 25.57)  1.523
H (-28.77, -29.07, 24.51)  -1.147
H (-28.02, -28.45, 26.04)  -0.733
H (-29.38, -29.65, 26.14)  -0.408
H (-27.70, -30.21, 25.64)  -0.197
C (-27.40, -30.33, 21.91)  0.450
O (-27.19, -30.44, 20.71)  -0.688
N (-27.60, -29.12, 22.51)  0.155
N (-27.60, -31.39, 22.75)  -0.163
H (-27.66, -28.35, 21.87)  0.044
H (-27.65, -29.08, 23.52)  -0.293
H (-27.48, -32.32, 22.41)  0.183
H (-27.91, -31.18, 23.68)  0.180
C (-31.85, -30.40, 23.59)  0.335
O (-33.03, -30.62, 23.37)  -0.682
N (-30.87, -30.30, 22.65)  -0.301
N (-31.39, -30.28, 24.89)  -0.225
H (-29.91, -30.21, 22.91)  0.225
H (-31.15, -30.20, 21.69)  0.190
H (-30.47, -29.89, 25.04)  0.599
H (-32.16, -30.44, 25.51)  0.216
C (-24.53, -28.39, 24.91)  0.412
O (-23.40, -27.96, 24.64)  -0.738
N (-25.54, -27.59, 25.30)  -0.049
N (-24.77, -29.72, 24.91)  -0.258
H (-26.43, -27.95, 25.65)  -0.113
H (-25.36, -26.60, 25.32)  0.189
H (-25.71, -30.05, 25.00)  0.246
H (-24.01, -30.29, 24.59)  0.198
C (-29.15, -25.69, 22.57)  -1.137
C (-30.01, -26.57, 23.49)  0.473
O (-29.44, -26.53, 24.79)  -0.594
H (-28.23, -26.27, 22.48)  0.148
H (-28.79, -24.76, 23.01)  0.295
H (-29.59, -25.38, 21.62)  0.336
H (-30.12, -27.61, 23.16)  -0.154
H (-31.04, -26.18, 23.46)  0.340
H (-29.22, -27.44, 25.02)  0.195
C (-27.63, -31.23, 30.05)  -1.342
C (-27.94, -30.89, 28.60)  -0.042
O (-27.84, -29.48, 28.37)  -0.761
H (-26.55, -31.15, 30.15)  0.366
H (-27.92, -32.27, 30.23)  0.385
H (-28.15, -30.65, 30.82)  0.288
H (-28.96, -31.15, 28.28)  0.381
H (-27.28, -31.42, 27.91)  0.169
H (-27.99, -29.41, 27.41)  0.421
C (-25.47, -26.65, 28.48)  -0.674
C (-25.46, -27.43, 29.81)  -0.295
O (-25.32, -28.81, 29.53)  -0.554
H (-24.59, -26.95, 27.91)  0.205
H (-25.41, -25.56, 28.52)  0.454
H (-26.38, -26.83, 27.89)  -0.047
H (-26.44, -27.34, 30.28)  0.194
H (-24.62, -27.12, 30.42)  0.340
H (-26.15, -29.07, 29.10)  0.351

As for the net charge: 0.

***

The electronic energy results, record by record, are as follows: -436.992900, -329.642756, -297.563687, -2711.713848, -2032.738100, -4612.710356, -4226.685863, -306.323396, -1188.301838 a.u..